No. 1
{"formula": "C6H15N", "method": "ωB97M-V with the def2-TZVPD basis set", "elements": ["C", "C", "N", "C", "C", "C", "C", "H", "H", "H", "H", "H", "H", "H", "H", "H", "H", "H", "H", "H", "H", "H"], "xyz": [[-2.334060, 1.753524, -1.065155], [-0.855206, 1.715610, -1.280517], [-0.186596, 0.460222, -0.876546], [1.217043, -2.424122, 1.261392], [0.650893, -1.748676, 0.021997], [0.122613, -0.304579, 0.385288], [1.256307, 0.535981, 1.056610], [-2.921040, 1.196830, -1.812255], [-2.778969, 1.184290, -0.232495], [-2.715961, 2.767481, -1.162646], [-0.728222, 1.762518, -2.368411], [-0.353588, 2.550728, -0.761707], [0.638322, 0.317658, -1.444321], [2.292967, -2.249914, 1.405629], [1.148153, -3.505652, 1.246157], [0.907280, -1.959420, 2.204659], [1.318095, -1.611794, -0.824564], [-0.202954, -2.272596, -0.415599], [-0.760574, -0.365409, 1.011648], [2.212427, 0.504134, 0.553127], [1.366084, 0.199178, 2.086946], [0.706982, 1.494004, 1.010772]], "atomic_forces_ev_per_a": [[-2.01, -0.99, -0.27], [0.89, -1.02, 1.23], [0.04, -2.12, -1.22], [1.46, 0.34, 0.26], [-1.66, 1.57, 0.10], [1.52, 1.02, -1.47], [-2.48, -0.38, 0.79], [0.71, 0.13, -0.64], [0.79, 0.89, 0.68], [-0.05, 0.11, 0.53], [0.49, 0.31, 0.34], [-0.33, 0.26, -0.41], [-0.21, 0.20, -0.20], [0.07, 0.05, -0.67], [-0.49, -0.10, 0.21], [-0.91, -0.52, -0.22], [0.59, -0.18, 0.16], [0.03, -0.26, 0.26], [-0.07, 0.03, 0.23], [0.00, 0.13, -0.38], [0.30, 0.36, 0.18], [1.31, 0.18, 0.51]], "smiles": "CCN[C@H](C)CC", "e_above_lowest_kcal_mol": 41.5, "total_charge": 0, "lumo_energy_ha": 0.0417, "total_energy_ev": -7953.9668, "homo_ev": -7.99, "orbital_gap_ev": 9.1}



No. 2
{"formula": "C6H15N", "method": "ωB97M-V with the def2-TZVPD basis set", "elements": ["C", "C", "C", "C", "H", "H", "H", "H", "H", "H", "H", "H", "N", "C", "C", "H", "H", "H", "H", "H", "H", "H"], "xyz": [[3.934919, 1.076940, 2.359159], [3.431449, 2.297499, 2.135999], [3.393679, 3.355389, 3.205689], [2.867459, 2.698419, 0.799600], [3.954448, 0.318430, 1.568279], [4.341709, 0.801920, 3.338999], [3.824948, 2.978169, 4.148189], [2.351919, 3.664759, 3.394469], [3.970209, 4.238909, 2.883779], [1.807999, 2.985679, 0.907460], [3.426279, 3.559839, 0.396760], [2.934799, 1.866849, 0.078100], [-0.115570, 1.401170, 3.205689], [-0.476650, 0.123340, 1.153319], [-0.850500, 0.273110, 2.619739], [-0.359030, 1.509299, 4.196498], [0.891370, 1.206010, 3.179789], [-0.695880, 1.058440, 0.610980], [-1.048720, -0.696280, 0.686880], [0.599410, -0.097370, 1.053320], [-1.929879, 0.504030, 2.703839], [-0.669650, -0.685520, 3.142969]], "atomic_forces_ev_per_a": [[-0.13, 0.17, -0.01], [0.17, -0.48, 0.07], [0.08, -0.07, 0.23], [-0.01, -0.17, -0.17], [0.01, 0.29, 0.33], [-0.15, 0.09, -0.40], [-0.17, 0.20, -0.36], [0.34, 0.01, -0.08], [-0.27, -0.21, 0.14], [0.34, -0.01, -0.08], [-0.27, -0.22, 0.10], [-0.04, 0.37, 0.25], [0.30, -0.15, 0.50], [-0.07, 0.00, -0.23], [-0.27, 0.06, 0.08], [0.12, -0.05, -0.52], [-0.39, 0.09, -0.02], [0.13, -0.36, 0.18], [0.26, 0.28, 0.14], [-0.34, 0.07, -0.03], [0.45, -0.17, -0.01], [-0.10, 0.26, -0.12]], "smiles": "C=C(C)C.CCN", "e_above_lowest_kcal_mol": 21.7, "total_charge": 0, "lumo_energy_ha": 0.0381, "total_energy_ev": -7954.8253, "homo_ev": -9.21, "orbital_gap_ev": 10.2}



No. 3
{"formula": "C6H15N", "method": "ωB97M-V with the def2-TZVPD basis set", "elements": ["C", "C", "C", "N", "C", "C", "C", "H", "H", "H", "H", "H", "H", "H", "H", "H", "H", "H", "H", "H", "H", "H"], "xyz": [[-1.549146, 0.109392, 1.569879], [-2.803523, -0.675179, 1.221415], [-0.907141, 0.775714, 0.345404], [-0.362772, -0.170765, -0.653614], [1.019633, -0.655196, -0.275281], [2.058529, 0.431025, -0.544096], [2.631357, 0.314170, -1.979288], [-0.729074, -0.489639, 1.981267], [-1.783197, 0.882432, 2.302019], [-2.663738, -1.756956, 1.158947], [-3.189918, -0.414438, 0.227089], [-3.638076, -0.478113, 1.882404], [-1.668478, 1.347592, -0.198755], [-0.163133, 1.502843, 0.671782], [-0.932586, -0.999759, -0.498771], [0.977221, -0.770523, 0.815552], [1.118528, -1.628392, -0.731396], [2.806726, 0.386059, 0.238681], [1.524942, 1.378377, -0.618179], [3.136225, -0.628204, -2.065606], [1.802980, 0.411101, -2.675798], [3.314651, 1.128451, -2.173653]], "atomic_forces_ev_per_a": [[0.74, 0.38, -0.38], [-0.36, -0.48, -0.72], [-0.62, 0.37, -0.54], [0.72, -0.57, 0.71], [-1.73, 1.51, 1.15], [-0.39, -0.61, -1.88], [-0.28, 0.26, 1.13], [-0.47, -0.26, 0.38], [0.06, 0.02, 0.05], [0.10, 0.03, 0.28], [0.20, 0.21, 0.06], [0.00, -0.07, 0.39], [-0.02, 0.11, 0.23], [0.21, -0.14, -0.12], [-0.17, 0.01, -0.60], [0.37, -0.53, 0.04], [0.64, -0.14, -0.30], [0.26, 0.40, -0.05], [0.11, 0.15, 0.93], [0.31, -0.49, -0.48], [-0.01, -0.28, -0.16], [0.34, 0.14, -0.12]], "smiles": "CCCNCCC", "e_above_lowest_kcal_mol": 24.8, "total_charge": 0, "lumo_energy_ha": 0.0430, "total_energy_ev": -7954.6904, "homo_ev": -8.83, "orbital_gap_ev": 10.0}